(1)
Molecular formula: C6H3O
Method: DFT, the ωB97M-V functional and the def2-TZVPD basis

Output
* total charge: +1
* HOMO-LUMO gap: 0.3156 Eh
* spin multiplicity: 1

Element x y z (Å)
C -2.770 0.153 -0.573
C 3.480 0.585 0.263
C -2.424 -0.337 0.553
C 0.149 -0.399 -0.170
C 2.472 0.068 -0.169
C -1.071 -0.093 -0.054
O 1.343 -0.517 -0.426
H -2.986 0.586 -1.515
H 4.457 0.773 0.599
H -2.650 -0.819 1.493

---

(2)
Molecular formula: C17H20N4O4
Method: DFT, the ωB97M-V functional and the def2-TZVPD basis

Output
* total charge: 0
* HOMO-LUMO gap: 0.3451 Eh
* spin multiplicity: 1

Element x y z (Å)
C 2.042 2.529 1.873
N 1.770 1.656 0.750
C 0.515 1.513 0.231
C 0.305 0.703 -0.827
C 1.374 -0.009 -1.474
O 1.248 -0.724 -2.448
N 2.623 0.200 -0.887
C 2.864 0.983 0.210
O 3.973 1.098 0.685
C 3.780 -0.456 -1.467
H 4.499 0.292 -1.804
H 4.260 -1.089 -0.723
H 3.428 -1.050 -2.308
H -0.671 0.592 -1.263
C -0.612 2.315 0.851
N -1.904 1.743 0.580
C -2.573 1.982 -0.569
O -2.297 2.865 -1.349
C -3.725 0.989 -0.785
N -3.235 -0.377 -0.824
C -3.023 -1.084 0.305
O -3.263 -0.615 1.407
C -2.420 -2.458 0.118
C -0.932 -2.388 0.385
C -0.026 -2.943 -0.507
C 1.331 -2.910 -0.239
C 1.799 -2.303 0.913
C 0.901 -1.733 1.800
C -0.456 -1.784 1.543
H -1.157 -1.358 2.245
H 1.262 -1.259 2.702
H 2.857 -2.275 1.126
H 2.022 -3.355 -0.938
H -0.378 -3.410 -1.415
H -2.609 -2.843 -0.884
H -2.879 -3.126 0.852
H -2.925 -0.740 -1.711
H -4.427 1.070 0.050
H -4.232 1.224 -1.721
H -2.228 0.986 1.173
H -0.488 2.393 1.931
H -0.596 3.321 0.413
H 3.123 2.536 2.016
H 1.697 3.542 1.667
H 1.571 2.155 2.783

---

Q: Which of these has the highest total charge?
A: C6H3O

---

Q: What is the HOMO-LUMO gap in the second record?
A: 0.3451 Eh

---

Copy entry 2 word for word.
Molecular formula: C17H20N4O4
Method: DFT, the ωB97M-V functional and the def2-TZVPD basis

Output
* total charge: 0
* HOMO-LUMO gap: 0.3451 Eh
* spin multiplicity: 1

Element x y z (Å)
C 2.042 2.529 1.873
N 1.770 1.656 0.750
C 0.515 1.513 0.231
C 0.305 0.703 -0.827
C 1.374 -0.009 -1.474
O 1.248 -0.724 -2.448
N 2.623 0.200 -0.887
C 2.864 0.983 0.210
O 3.973 1.098 0.685
C 3.780 -0.456 -1.467
H 4.499 0.292 -1.804
H 4.260 -1.089 -0.723
H 3.428 -1.050 -2.308
H -0.671 0.592 -1.263
C -0.612 2.315 0.851
N -1.904 1.743 0.580
C -2.573 1.982 -0.569
O -2.297 2.865 -1.349
C -3.725 0.989 -0.785
N -3.235 -0.377 -0.824
C -3.023 -1.084 0.305
O -3.263 -0.615 1.407
C -2.420 -2.458 0.118
C -0.932 -2.388 0.385
C -0.026 -2.943 -0.507
C 1.331 -2.910 -0.239
C 1.799 -2.303 0.913
C 0.901 -1.733 1.800
C -0.456 -1.784 1.543
H -1.157 -1.358 2.245
H 1.262 -1.259 2.702
H 2.857 -2.275 1.126
H 2.022 -3.355 -0.938
H -0.378 -3.410 -1.415
H -2.609 -2.843 -0.884
H -2.879 -3.126 0.852
H -2.925 -0.740 -1.711
H -4.427 1.070 0.050
H -4.232 1.224 -1.721
H -2.228 0.986 1.173
H -0.488 2.393 1.931
H -0.596 3.321 0.413
H 3.123 2.536 2.016
H 1.697 3.542 1.667
H 1.571 2.155 2.783